Version i
ORCA calculation (wB97M-V/def2-TZVPD) on 2 unconnected molecules or ions with the total composition C3H11N2.

```
16
C3H11N2 wB97M-V/def2-TZVPD
C 1.419 -0.029 2.053
C 2.414 -1.179 2.219
H 1.350 0.541 2.977
H 0.414 -0.406 1.851
H 1.738 0.642 1.261
H 3.420 -0.857 1.939
H 2.444 -1.531 3.241
H 2.184 -2.001 1.547
N -0.483 1.052 -1.027
C -1.182 0.043 -1.494
N -2.344 0.151 -2.079
H -0.876 1.985 -0.990
H 0.497 1.004 -0.788
H -0.652 -0.900 -1.456
H -2.832 -0.668 -2.410
H -2.767 1.057 -2.217
```

The value obtained for the lowest unoccupied orbital energy is -4.0 eV. The charge is +1. The calculation puts the HOMO energy at -14.779 eV. The HOMO-LUMO gap comes out at 10.77 eV.


Version ii
ORCA calculation (wB97M-V/def2-TZVPD) on 2 unconnected molecules or ions with the total composition C3H11N2.

```
16
C3H11N2 wB97M-V/def2-TZVPD
C -3.307 1.775 0.055
C -1.904 2.307 -0.239
H -4.004 2.056 -0.730
H -3.280 0.690 0.048
H -3.684 2.136 1.010
H -1.760 3.334 0.094
H -1.676 2.218 -1.296
H -1.219 1.642 0.288
N 2.781 -2.220 0.132
C 2.103 -1.098 0.014
N 0.800 -1.050 -0.006
H 2.356 -3.129 0.003
H 3.767 -2.202 0.362
H 2.722 -0.214 -0.087
H 0.249 -0.308 -0.415
H 0.267 -1.876 0.254
```

The value obtained for the lowest unoccupied orbital energy is -4.2 eV. The charge is +1. The calculation puts the HOMO energy at -14.567 eV. The HOMO-LUMO gap comes out at 10.35 eV.


Version iii
ORCA calculation (wB97M-V/def2-TZVPD) on 2 unconnected molecules or ions with the total composition C3H11N2.

```
16
C3H11N2 wB97M-V/def2-TZVPD
C -1.717 -0.153 1.369
N -0.763 0.960 0.970
H -1.957 -0.633 0.339
H -2.653 0.410 1.735
H -1.225 -0.879 2.007
H -1.331 1.657 0.383
H -0.346 1.276 1.852
H 0.107 0.804 0.198
C 0.571 -1.234 -1.706
C 1.474 -0.748 -0.865
N 1.500 0.721 -0.409
H -0.500 -1.058 -1.756
H 0.764 -2.022 -2.453
H 2.532 -1.076 -0.663
H 2.278 0.676 0.224
H 1.266 1.299 -1.223
```

The value obtained for the lowest unoccupied orbital energy is -3.4 eV. The charge is +1. The calculation puts the HOMO energy at -13.401 eV. The HOMO-LUMO gap comes out at 9.98 eV.


Version iv
ORCA calculation (wB97M-V/def2-TZVPD) on 2 unconnected molecules or ions with the total composition C3H11N2.

```
16
C3H11N2 wB97M-V/def2-TZVPD
C 1.609 1.039 -0.242
C 1.450 -1.182 0.145
C -3.020 0.199 0.296
N -2.019 -0.109 -0.445
N 0.639 0.055 0.245
H 1.165 2.033 -0.165
H 2.539 0.865 0.131
H 1.712 1.080 -1.298
H 2.422 -0.973 0.498
H 0.859 -2.032 0.572
H 1.502 -1.481 -0.902
H -2.841 0.728 1.231
H -4.037 0.183 0.054
H -2.131 -0.817 -1.194
H -0.465 0.234 -0.137
H 0.614 0.177 1.211
```

The value obtained for the lowest unoccupied orbital energy is -3.4 eV. The charge is +1. The calculation puts the HOMO energy at -14.990 eV. The HOMO-LUMO gap comes out at 11.61 eV.


The least stable of them is version iii.


Version i
ORCA calculation (wB97M-V/def2-TZVPD) on a single C6H11P molecule.

```
18
C6H11P wB97M-V/def2-TZVPD
H 2.289 -0.691 1.903
P 2.369 -0.731 0.476
C 0.898 -0.456 -0.176
C 0.625 -0.753 -1.720
C -0.319 -0.244 -2.529
C -0.381 -0.020 0.500
C -0.483 1.519 0.310
C -0.521 -0.441 1.908
H 1.327 -1.432 -2.145
H -0.217 -0.378 -3.606
H -1.204 0.364 -2.319
H -1.286 -0.536 0.006
H 0.302 1.962 0.734
H -1.471 2.028 0.475
H -0.179 1.615 -0.805
H 0.097 0.058 2.768
H -1.617 -0.416 2.153
H -0.228 -1.449 2.067
```

The value obtained for the lowest unoccupied orbital energy is 0.0 eV. As for the SMILES: [H]/P=C(/C=C)C(C)C. The charge is 0. The calculation puts the HOMO energy at -8.989 eV. The HOMO-LUMO gap comes out at 8.96 eV.


Version ii
ORCA calculation (wB97M-V/def2-TZVPD) on a molecular structure, C6H11P.

```
18
C6H11P wB97M-V/def2-TZVPD
C 1.232 0.771 -0.564
C 0.183 1.620 -0.053
C 0.057 -0.181 1.540
C 0.530 -0.454 0.132
C -0.645 0.404 0.436
C 0.643 -1.834 -0.390
P -2.989 0.184 -0.099
H 1.308 0.453 -1.628
H 2.292 0.741 -0.281
H 0.478 2.293 0.650
H -0.337 2.245 -0.869
H -0.338 -1.139 1.896
H 0.505 0.383 2.365
H 0.897 -2.571 0.499
H 1.588 -1.903 -0.953
H -0.225 -2.258 -0.998
H -2.563 -0.267 -1.335
H -2.614 1.513 -0.347
```

The value obtained for the lowest unoccupied orbital energy is 0.5 eV. The charge is 0. The calculation puts the HOMO energy at -8.637 eV. The HOMO-LUMO gap comes out at 9.09 eV.


The least stable of them is version ii.


Version i
ORCA calculation (wB97M-V/def2-TZVPD) on a single C6H11P molecule.

```
18
C6H11P wB97M-V/def2-TZVPD
C -0.416 -0.636 -0.615
C 0.748 0.153 -0.575
C -1.483 -0.488 -1.507
C 1.727 -0.063 0.598
C 0.923 1.307 -1.543
C -1.280 -0.709 2.133
P -0.663 -1.891 0.840
H -1.566 0.381 -2.234
H -2.392 -1.016 -1.345
H 2.394 -0.796 0.282
H 2.210 0.930 0.619
H 1.209 -0.386 1.411
H 1.323 0.867 -2.394
H -0.099 1.772 -1.528
H 1.673 2.060 -1.297
H -2.359 -0.483 2.010
H -0.858 0.220 2.031
H -1.091 -1.222 3.110
```

The value obtained for the lowest unoccupied orbital energy (alpha / beta) is -0.5 / 0.0 eV. The charge is 0. The calculation puts the HOMO energy (alpha / beta) at -7.303 / -7.900 eV. The HOMO-LUMO gap (alpha / beta) comes out at 6.79 / 7.89 eV.


Version ii
ORCA calculation (wB97M-V/def2-TZVPD) on a single C6H11P molecule.

```
18
C6H11P wB97M-V/def2-TZVPD
C -0.784 0.925 0.967
C -0.342 -0.183 -0.015
C -0.523 0.148 -1.502
C -1.126 -1.504 0.352
C 1.141 -0.252 0.013
C 2.324 -0.198 -0.151
P 4.007 0.265 0.069
H -1.945 0.880 1.140
H -0.879 1.932 0.518
H -0.279 0.699 1.915
H -1.588 0.081 -1.787
H -0.139 -0.644 -2.130
H 0.098 1.151 -1.708
H -2.177 -1.270 -0.019
H -0.708 -2.277 -0.311
H -1.181 -1.561 1.469
H 4.397 -0.249 -1.081
H 4.309 -0.781 0.788
```

The value obtained for the lowest unoccupied orbital energy is 0.9 eV. As for the SMILES: CC(C)(C)C#CP. The charge is 0. The calculation puts the HOMO energy at -8.950 eV. The HOMO-LUMO gap comes out at 9.80 eV.


The least stable of them is version i.


Version i
ORCA calculation (wB97M-V/def2-TZVPD) on a single C2H3N3S molecule.

```
9
C2H3N3S wB97M-V/def2-TZVPD
S -0.544 2.004 1.483
C -0.087 0.639 0.507
N -0.989 -0.272 0.011
C -0.181 -1.044 -0.665
N 1.072 -0.586 -0.641
N 1.154 0.481 0.103
H -1.810 1.584 1.539
H -0.507 -1.891 -1.247
H 1.892 -0.913 -1.090
```

The value obtained for the lowest unoccupied orbital energy is 0.9 eV. As for the SMILES: Sc1nc[nH]n1. The charge is 0. The calculation puts the HOMO energy at -8.762 eV. The HOMO-LUMO gap comes out at 9.63 eV.


Version ii
ORCA calculation (wB97M-V/def2-TZVPD) on a single C2H3N3S molecule.

```
9
C2H3N3S wB97M-V/def2-TZVPD
S -0.680 1.516 -1.019
N -0.106 0.249 0.108
C -0.871 -0.915 0.314
C 0.094 -1.831 0.786
N 1.329 -1.256 0.832
N 1.249 0.012 0.310
H 0.240 2.670 -0.232
H -1.924 -0.552 0.154
H -0.081 -2.934 1.037
```

The value obtained for the lowest unoccupied orbital energy is -0.4 eV. As for the SMILES: Sn1ccnn1. The charge is 0. The calculation puts the HOMO energy at -9.734 eV. The HOMO-LUMO gap comes out at 9.38 eV.


The least stable of them is version ii.